The following is a DFT calculation (ωB97M-V with the def2-TZVPD basis set) of a single C22H16F3N molecule in a non-equilibrium geometry.

Calculated values
SMILES string: N#C[C@@H](c1ccc(C(F)(F)F)cc1)C(c1ccccc1)c1ccccc1
2S+1: 1

Cartesian coordinates (Å):
F (5.42187, 2.38039, -2.40272)
C (5.11026, 1.21836, -1.75054)
F (5.75906, 0.21157, -2.40945)
F (5.67652, 1.29983, -0.50790)
C (3.61822, 0.97920, -1.70290)
C (3.08866, -0.30775, -1.59969)
C (1.68985, -0.55630, -1.51907)
C (0.80672, 0.52938, -1.41683)
C (-0.70754, 0.45220, -0.84911)
C (-1.54083, 1.54943, -1.49346)
N (-2.38324, 2.22981, -1.93806)
C (1.31043, 1.78224, -1.69382)
C (2.69796, 2.01815, -1.76938)
H (3.81747, -1.12670, -1.56301)
H (1.42398, -1.60942, -1.38935)
H (-1.15685, -0.50475, -1.32832)
H (0.64979, 2.66325, -1.70171)
H (3.04756, 3.05050, -1.86050)
C (-1.13368, 0.26808, 0.58797)
C (-2.69482, 0.08018, 0.81965)
C (-3.47482, 1.23749, 0.99435)
C (-4.84944, 1.24342, 0.69187)
C (-5.50116, 0.03277, 0.37833)
C (-4.75554, -1.16023, 0.40187)
C (-3.39135, -1.14443, 0.78782)
C (-0.19053, -0.70379, 1.35471)
C (0.86642, -0.17441, 2.10782)
C (1.98009, -0.96879, 2.42721)
C (1.94498, -2.35501, 2.19049)
C (0.80851, -2.91499, 1.58440)
C (-0.27219, -2.09097, 1.21242)
H (-0.93876, 1.27361, 1.04845)
H (-3.02812, 2.21497, 1.22084)
H (-5.41927, 2.17507, 0.61443)
H (-6.50076, 0.02099, -0.04456)
H (-5.18379, -2.10388, 0.07160)
H (-2.86403, -2.08602, 0.91749)
H (0.92715, 0.89028, 2.37040)
H (2.90854, -0.53647, 2.81547)
H (2.81957, -2.98434, 2.32580)
H (0.74638, -3.96847, 1.32241)
H (-1.13325, -2.50447, 0.69461)

Cartesian forces (eV/Å) of the 2 atoms listed first:
F -0.3 -0.9 0.6
C 0.6 0.1 -0.2

The following is a DFT calculation (ωB97M-V with the def2-TZVPD basis set) of a single C9H12 molecule in a non-equilibrium geometry.

Calculated values
ΔE to the lowest compared entry with this formula, charge and spin (kcal/mol): 34.0
SMILES string: C=C1C=CC(C)(C)C=C1
2S+1: 1

Cartesian coordinates (Å):
C (-3.09699, 1.07077, -0.17716)
C (-0.63034, 1.52193, -0.18866)
C (-1.50577, -0.79649, -0.39659)
C (-1.77363, 0.64333, -0.28231)
C (0.66484, 1.16684, -0.08684)
C (-0.15170, -1.24734, -0.44371)
C (1.02897, -0.64012, 1.41232)
C (2.30663, -0.56999, -0.75352)
C (0.95512, -0.29050, -0.05555)
H (-3.83295, 0.38312, -0.32754)
H (-3.33006, 2.13217, -0.09457)
H (-0.81087, 2.62599, -0.23552)
H (-2.29984, -1.52373, -0.51539)
H (1.44634, 1.90736, -0.05663)
H (0.04016, -2.34434, -0.65822)
H (0.07289, -0.44421, 1.93018)
H (1.23199, -1.70932, 1.58086)
H (1.89403, -0.06614, 1.92784)
H (2.52911, 0.28115, -1.44862)
H (3.04358, -0.51216, 0.03958)
H (2.21847, -1.58832, -1.16993)

Cartesian forces (eV/Å) of the 2 atoms listed first:
C 4.7 1.4 -0.3
C 1.2 2.6 -0.1

The following is a DFT calculation (ωB97M-V with the def2-TZVPD basis set) of 2 unconnected molecules or ions with the total composition C18H26N2O7P2 in a non-equilibrium geometry.

Calculated values
SMILES string: CO[C@H](c1ccncc1)[C@@](C)(OCP(N)O)P(C)C.O=C1C=C(O)C(=O)C=C1O
2S+1: 1

Cartesian coordinates (Å):
C (-3.12939, -2.12019, 0.35566)
O (-1.93198, -1.43154, 0.07255)
C (-2.02451, -0.70660, -1.16400)
C (-1.30905, -1.49217, -2.22763)
C (-0.01063, -1.90750, -2.12928)
C (0.59335, -2.65903, -3.09267)
N (-0.04075, -3.01242, -4.21123)
C (-1.29529, -2.60335, -4.29914)
C (-1.97945, -1.87747, -3.36664)
C (-1.53599, 0.73156, -0.93542)
C (-2.36179, 1.25784, 0.27241)
O (-0.15318, 0.63970, -0.60781)
C (0.37358, 1.73535, 0.09527)
P (2.21454, 1.85606, -0.12456)
N (2.45619, 3.54739, 0.08787)
O (2.53286, 1.46464, -1.68919)
P (-1.84389, 1.97645, -2.30919)
C (-1.63090, 1.23256, -3.97708)
C (-3.67534, 2.28780, -2.22459)
H (-3.98489, -1.44529, 0.45240)
H (-3.33812, -2.90296, -0.37929)
H (-3.01405, -2.61106, 1.31981)
H (-3.07964, -0.66141, -1.44550)
H (0.56370, -1.63767, -1.25306)
H (1.62284, -2.96883, -2.98935)
H (-1.83185, -2.87428, -5.20567)
H (-3.00799, -1.59304, -3.52063)
H (-1.97610, 0.85238, 1.20147)
H (-2.40192, 2.34228, 0.27347)
H (-3.36547, 0.85458, 0.16044)
H (-0.04220, 2.69099, -0.24434)
H (0.26200, 1.63636, 1.17434)
H (3.00126, 3.68400, 0.93020)
H (1.57869, 4.03441, 0.26963)
H (3.48584, 1.40395, -1.79487)
H (-0.72125, 0.64891, -4.06143)
H (-2.50204, 0.62170, -4.21554)
H (-1.62541, 2.02481, -4.72126)
H (-4.17406, 1.32189, -2.12894)
H (-3.98272, 2.75214, -3.15779)
H (-3.91949, 2.92131, -1.38387)
C (3.34109, -0.81804, 5.88993)
C (2.51643, 0.04417, 5.28316)
C (2.48805, 0.19145, 3.78852)
O (1.70005, 0.98141, 3.30200)
C (3.40316, -0.61064, 2.99645)
C (4.23093, -1.47142, 3.60339)
C (4.24302, -1.63959, 5.09615)
O (5.00892, -2.45276, 5.57755)
O (5.09272, -2.23204, 2.93513)
O (1.67025, 0.82332, 5.95176)
H (3.36949, -0.93510, 6.96397)
H (3.38158, -0.47828, 1.92274)
H (5.56368, -2.75927, 3.60796)
H (1.19513, 1.34256, 5.27573)

Cartesian forces (eV/Å) of the 2 atoms listed first:
C 0.1 -0.4 0.4
O -0.3 0.3 -0.2

Number 1: calculated total energy -1202.2543 hartree, lowest unoccupied orbital energy 0.0126 hartree, HOMO level -9.19 eV. Number 2: calculated total energy -350.0507 hartree, lowest unoccupied orbital energy 0.0208 hartree, HOMO level -7.87 eV. Number 3: calculated total energy -2020.3545 hartree, lowest unoccupied orbital energy -0.0532 hartree, HOMO level -8.00 eV.